Run P
A cluster of 2 separate species, C3H2F2O2 in total, computed with the ωB97M-V functional and the def2-TZVPD basis.

Results
* orbital gap: 10.25 eV
* 2S+1: 1
* SMILES: F/C=C/F.O=C=O
* HOMO level: -0.3595 Eh

Each line ends with the natural charge from an NBO analysis.
Element x y z (Å)
F1 0.60244 1.46927 1.03745  -0.3236
C1 0.72825 0.28435 0.48159  0.1362
C2 1.94545 -0.09252 0.20392  0.1474
F2 2.18545 -1.27154 -0.29107  -0.3164
H1 -0.28324 -0.12779 0.06536  0.1733
H2 2.88809 0.40848 0.47669  0.1782
O1 -2.16196 0.77767 -0.84954  -0.4973
C3 -2.67371 -0.21670 -0.65569  1.0185
O2 -3.23078 -1.23120 -0.46871  -0.5164

---

Run Q
A structure of composition C3H2F2O2, computed with the ωB97M-V functional and the def2-TZVPD basis.

Results
* orbital gap: 10.62 eV
* 2S+1: 1
* HOMO level: -0.3854 Eh

Each line ends with the natural charge from an NBO analysis.
Element x y z (Å)
C1 -1.18698 0.24033 -0.05560  0.7491
C2 0.05068 -0.71001 -0.38420  0.0187
C3 0.95046 0.33235 0.34349  0.4751
O1 -2.34011 -0.01398 -0.07343  -0.5490
O2 -0.56468 1.31073 0.25382  -0.5313
F1 0.17352 -1.94336 0.18112  -0.3154
F2 1.93960 1.02601 -0.21248  -0.2833
H1 -0.03349 -0.69995 -1.51606  0.2210
H2 1.01101 0.45788 1.46334  0.2151

---

Of them, run Q has the lowest stability.

---

Run P
The ion CH3O2 with charge +1, computed with the ωB97M-V functional and the def2-TZVPD basis.

Results
* orbital gap (spin up / spin down): 9.41 / 9.41 eV
* 2S+1: 1
* charge: +1
* HOMO level (spin up / spin down): -0.7319 / -0.7316 Eh

Each line ends with the natural charge from an NBO analysis.
Element x y z (Å)
C1 -0.42203 -0.02966 -0.07476  -0.3571
O1 1.82124 0.28563 0.12551  0.2788
O2 0.95513 -0.38567 -0.37981  0.2001
H1 -0.29238 0.96222 0.45213  0.2600
H2 -1.22898 -0.10529 -0.81679  0.3120
H3 -0.83298 -0.72723 0.69372  0.3063

---

Run Q
The ion CH3O2 with charge +1, computed with the ωB97M-V functional and the def2-TZVPD basis.

Results
* orbital gap (spin up / spin down): 8.93 / 9.42 eV
* 2S+1: 1
* charge: +1
* HOMO level (spin up / spin down): -0.7355 / -0.7185 Eh

Each line ends with the natural charge from an NBO analysis.
Element x y z (Å)
C1 -0.43586 -0.10811 -0.01688  -0.3144
O1 1.85824 0.39675 0.38862  0.2297
O2 0.57271 0.75496 0.00538  0.1090
H1 -1.35156 0.53305 0.03666  0.3188
H2 -0.53843 -0.69946 -1.00936  0.3666
H3 -0.10511 -0.87720 0.59559  0.2903

---

Of them, run Q has the lowest stability.

---

Run P
A cluster of 14 separate species, H27O14 in total, computed with the ωB97M-V functional and the def2-TZVPD basis.

Results
* orbital gap: 8.93 eV
* 2S+1: 1
* charge: -1
* HOMO level: -0.2312 Eh

Each line ends with the natural charge from an NBO analysis.
Element x y z (Å)
O1 -2.09791 -2.57490 -1.74107  -0.9703
H1 -2.00464 -1.90137 -1.05679  0.4812
O2 -1.65331 4.80829 -0.58091  -0.9432
H2 0.93295 -2.70579 1.71003  0.4650
H3 2.93739 -1.19997 3.52744  0.4753
O3 -2.60691 0.06280 1.09754  -0.9975
H4 3.14863 0.12069 2.79731  0.4746
H5 -0.44156 -3.83321 -1.26444  0.4733
O4 0.11614 -4.61653 -1.27798  -0.9518
H6 -1.09075 0.47155 -0.41841  0.4752
H7 0.99291 -4.22620 -1.26009  0.4700
O5 1.15950 0.39078 0.26393  -1.1921
H8 1.20348 -0.42572 -1.21620  0.5048
H9 -0.93447 5.43224 -0.52706  0.4885
O6 0.69231 2.63891 -0.73225  -1.0596
H10 -0.20419 2.96259 -0.67099  0.4584
H11 0.74756 1.64097 -0.42462  0.5073
O7 1.55029 -2.06837 1.37794  -0.9838
H12 1.83092 1.62201 -3.06128  0.5092
H13 1.53215 -1.90152 0.42706  0.5148
O8 3.57021 -0.49180 3.42664  -0.9494
H14 -1.71474 0.24464 1.44556  0.4877
H15 1.77224 0.43581 0.98708  0.4531
O9 -2.54606 -4.32361 0.74563  -0.9641
H16 -1.64482 -4.29028 1.04651  0.4765
H17 -3.04341 0.91876 1.14617  0.4663
O10 -0.33130 4.58949 1.76744  -0.9646
H18 0.66391 4.49851 1.57261  0.4978
H19 -0.82599 4.01834 1.20055  0.4596
O11 -0.22656 0.45113 2.33277  -1.0271
H20 0.31237 0.23543 1.43542  0.4957
H21 -0.46461 -0.39839 2.69116  0.4487
O12 1.82228 -0.91468 -1.78953  -1.0374
H22 1.77707 -0.51363 -2.68272  0.4840
H23 -1.44431 -2.53325 -2.44724  0.4973
O13 1.94292 0.98233 -3.80197  -0.9624
H24 -2.82270 -3.63089 0.16112  0.4872
H25 2.90915 0.94734 -3.99038  0.4704
O14 -1.60288 0.73135 -1.18888  -0.9196
H26 -1.97183 4.51510 0.27146  0.4635
H27 -1.94140 -0.16898 -1.29857  0.4375

---

Run Q
A structure of composition H27O14, computed with the ωB97M-V functional and the def2-TZVPD basis.

Results
* orbital gap: 8.64 eV
* 2S+1: 1
* charge: -1
* HOMO level: -0.2355 Eh

Each line ends with the natural charge from an NBO analysis.
Element x y z (Å)
O1 2.54273 2.91919 -1.74550  -0.9575
H1 -0.56488 1.23524 -1.32109  0.5016
O2 -2.10743 0.20229 0.11014  -0.9280
H2 1.91078 3.13448 -2.40851  0.4630
H3 -2.52301 -0.23549 -4.16018  0.4311
O3 1.75743 -0.69742 0.50414  -0.9780
H4 -2.08930 -0.77625 -2.89673  0.4911
H5 -3.32427 -1.12932 1.87361  0.4993
O4 -3.55030 -0.15319 2.03917  -0.9729
H6 -0.54163 3.07643 -1.49567  0.4941
H7 -2.91285 -0.22032 2.65472  0.4714
O5 -1.01634 3.86645 -1.29740  -0.9903
H8 -1.64497 -3.86058 3.28715  0.4482
H9 -1.16817 -2.30463 1.35090  0.4265
O6 -1.53877 -1.57977 1.68194  -1.2444
H10 0.79849 0.65605 -1.73622  0.4757
H11 3.57810 0.02759 -2.23460  0.4804
O7 -1.74256 -3.04936 3.80105  -1.0293
H12 0.89264 3.97357 0.65436  0.4697
H13 -1.63675 -0.19782 0.83955  0.5371
O8 -2.38258 -1.08505 -3.84689  -0.9943
H14 2.18181 -0.19109 1.14317  0.4547
H15 -1.81047 -0.36737 -0.95659  0.4960
O9 1.34979 4.76804 0.53214  -0.9535
H16 2.42050 4.53729 0.41437  0.4832
H17 1.07309 -0.14371 0.08734  0.5074
O10 3.77959 -1.51356 3.11292  -0.9209
H18 3.46268 -2.43491 2.80104  0.4675
H19 3.22772 -1.06540 2.47609  0.4537
O11 2.89772 0.45911 -2.68431  -0.9471
H20 -1.88732 -2.32933 3.03423  0.4958
H21 -0.61515 -1.52339 -1.40386  0.4681
O12 0.38441 1.22959 -1.15709  -0.9652
H22 1.20406 -3.44080 0.73118  0.4679
H23 2.17747 -0.22951 -2.84466  0.4859
O13 -1.08604 -0.87658 -1.84019  -1.1124
H24 -1.50332 4.02766 -0.48743  0.4910
H25 2.58882 1.98966 -1.76651  0.4783
O14 0.35584 -3.69690 1.15522  -0.9655
H26 -3.10064 -0.13471 0.30018  0.5319
H27 0.16304 -2.86620 1.69885  0.4887

---

Of them, run Q has the lowest stability.

---

Run P
The ion C7H16NO3 with charge +1, computed with the ωB97M-V functional and the def2-TZVPD basis.

Results
* orbital gap: 9.64 eV
* 2S+1: 1
* charge: +1
* SMILES: C/C(O)=C(/CC(O)O)[NH+](C)C
* HOMO level: -0.4520 Eh

Each line ends with the natural charge from an NBO analysis.
Element x y z (Å)
C1 2.19996 -1.52104 0.66348  -0.7565
C2 0.71749 -1.69943 0.44593  0.4080
O1 0.10089 -2.79893 0.88023  -0.6528
C3 -0.05878 -0.69098 -0.29609  0.0147
C4 -1.55667 -0.89777 -0.39688  -0.4798
C5 -2.37176 0.04809 0.60647  0.3622
O2 -2.52476 1.31655 0.05503  -0.7052
O3 -1.68114 -0.04927 1.82322  -0.7295
N1 0.72773 0.51393 -0.53267  -0.3632
C6 0.30525 1.05364 -1.90575  -0.4301
C7 0.68624 1.74977 0.32986  -0.4081
H1 2.81116 -1.59774 -0.13927  0.2489
H2 2.48461 -0.67492 1.31236  0.2422
H3 2.73980 -2.24091 1.30512  0.2657
H4 0.57387 -3.19296 1.65646  0.5127
H5 -1.58922 -1.96865 -0.17049  0.2726
H6 -1.81805 -0.79644 -1.41180  0.2299
H7 -3.27811 -0.47938 0.89523  0.1498
H8 -2.76620 1.81364 0.87408  0.4860
H9 -2.28358 -0.02020 2.50407  0.4815
H10 1.71700 0.39686 -0.51526  0.4430
H11 0.91271 1.83028 -2.14186  0.2125
H12 0.58215 0.34131 -2.77642  0.2394
H13 -0.78085 1.34967 -1.98880  0.2601
H14 0.50487 1.24077 1.28705  0.2429
H15 1.50142 2.34133 0.20251  0.2212
H16 -0.21425 2.18542 0.02105  0.2318

---

Run Q
A cluster of 2 separate species, C7H16NO3 in total, computed with the ωB97M-V functional and the def2-TZVPD basis.

Results
* orbital gap: 9.24 eV
* 2S+1: 1
* charge: +1
* HOMO level: -0.4451 Eh

Each line ends with the natural charge from an NBO analysis.
Element x y z (Å)
C1 2.03427 0.13366 -1.14768  0.4514
C2 -2.71662 0.20007 0.79091  -0.5986
C3 -0.61936 1.94887 0.80707  -0.5669
C4 3.18741 0.33537 0.98447  -0.3025
C5 -0.25998 -1.46248 -1.54221  -0.3320
C6 -1.26257 0.65523 0.34490  -0.3118
C7 -0.42631 -0.54431 0.71664  0.7951
N1 -0.20927 -0.95058 1.90757  -0.7148
O1 3.23580 0.11937 -1.68670  -0.6943
O2 2.01842 0.30454 0.11328  -0.5308
O3 -0.08113 -1.48636 -0.13560  -0.4684
H1 -3.33703 0.53660 -0.05238  0.2489
H2 -2.95298 0.55754 1.80947  0.2326
H3 -2.71195 -0.88569 0.69082  0.2180
H4 -1.30141 2.70717 0.64572  0.2324
H5 -0.50198 1.77947 1.84230  0.1851
H6 0.24217 2.07071 0.28778  0.2289
H7 2.78428 0.65738 1.99989  0.2098
H8 3.77589 1.13856 0.57230  0.2182
H9 3.65751 -0.70388 0.95761  0.2198
H10 0.00381 -2.50482 -1.80993  0.2139
H11 0.46452 -0.69812 -1.79135  0.2381
H12 -1.27522 -1.41281 -1.96953  0.2022
H13 -1.24729 0.82887 -0.69495  0.2469
H14 3.36403 -0.22210 -2.55472  0.5243
H15 -0.52167 -0.36294 2.62370  0.4149
H16 0.04947 -1.90343 2.07448  0.4398

---

Of them, run Q has the lowest stability.

---

Run P
The ion CH4N3 with charge +1, computed with the ωB97M-V functional and the def2-TZVPD basis.

Results
* orbital gap: 11.93 eV
* 2S+1: 1
* charge: +1
* SMILES: [NH3+]N1C=N1
* HOMO level: -0.6076 Eh

Each line ends with the natural charge from an NBO analysis.
Element x y z (Å)
N1 -0.95409 0.27287 0.18277  -0.5676
N2 0.43880 0.62430 0.30332  -0.1911
C1 1.37581 -0.31643 -0.30628  0.1781
N3 1.41926 -0.58988 0.88530  -0.0643
H1 -1.11518 -0.56188 -0.40677  0.4233
H2 -1.30307 0.97349 -0.45376  0.4605
H3 -1.37849 0.14862 1.19866  0.4869
H4 1.51695 -0.55109 -1.40324  0.2744

---

Run Q
The ion CH4N3 with charge +1, computed with the ωB97M-V functional and the def2-TZVPD basis.

Results
* orbital gap: 8.71 eV
* 2S+1: 1
* charge: +1
* SMILES: N#[N+]CN
* HOMO level: -0.5848 Eh

Each line ends with the natural charge from an NBO analysis.
Element x y z (Å)
N1 -2.91005 0.29876 0.04235  0.3893
N2 -1.81733 -0.23232 -0.04887  0.1042
C1 -0.46271 -0.51263 0.00861  -0.1616
N3 0.34595 0.60649 -0.02331  -0.7622
H1 -0.22535 -1.30246 -0.91198  0.3214
H2 -0.24154 -1.04076 0.93434  0.2962
H3 0.81976 0.90819 -0.77537  0.4069
H4 0.14131 1.41514 0.53484  0.4058

---

Run R
A cluster of 2 separate species, CH4N3 in total, computed with the ωB97M-V functional and the def2-TZVPD basis.

Results
* orbital gap (spin up / spin down): 6.94 / 5.48 eV
* 2S+1: 1
* charge: +1
* HOMO level (spin up / spin down): -0.4979 / -0.4711 Eh

Each line ends with the natural charge from an NBO analysis.
Element x y z (Å)
C1 1.19805 1.00973 0.03049  0.6577
N1 -1.19349 -1.76458 -0.34136  -0.1977
N2 -0.16811 -1.41258 -0.75671  -0.2346
N3 0.62417 1.86150 0.71134  -0.9072
H1 -1.49213 -2.68988 -0.50074  0.3342
H2 0.67924 -1.98311 -1.18578  0.3541
H3 -0.33798 2.22433 0.68935  0.4979
H4 1.07614 2.43489 1.42263  0.4957

---

Of them, run R has the lowest stability.

---

Run P
The ion C6H10NS with charge +1, computed with the ωB97M-V functional and the def2-TZVPD basis.

Results
* orbital gap: 9.20 eV
* 2S+1: 1
* charge: +1
* SMILES: [NH3+][C@@]1(S)C=CC=CC1
* HOMO level: -0.4732 Eh

Each line ends with the natural charge from an NBO analysis.
Element x y z (Å)
N1 1.98387 0.76107 0.11284  -0.7397
C1 0.51245 0.48042 -0.25968  -0.0128
S1 0.07263 1.35187 -1.80527  0.0947
C2 0.36171 -1.22449 -0.45879  -0.2614
C3 -0.86050 -1.74380 -0.36581  -0.1306
C4 -2.06841 -0.94903 -0.05967  -0.2347
C5 -1.91365 0.24893 0.51325  -0.1133
C6 -0.55710 0.86655 0.80849  -0.4902
H1 2.22530 0.75517 1.10036  0.4518
H2 2.18963 1.76503 -0.39483  0.4700
H3 2.64464 0.10565 -0.41613  0.4605
H4 -0.22027 2.39240 -1.17773  0.1031
H5 0.89284 -1.77975 -1.14449  0.2284
H6 -0.94870 -2.72529 -0.76692  0.2362
H7 -3.06415 -1.18192 -0.30060  0.2453
H8 -2.71307 0.89331 0.81553  0.2284
H9 -0.71942 1.94184 0.83766  0.2283
H10 -0.25251 0.53019 1.74409  0.2359

---

Run Q
The ion C6H10NS with charge +1, computed with the ωB97M-V functional and the def2-TZVPD basis.

Results
* orbital gap: 9.16 eV
* 2S+1: 1
* charge: +1
* SMILES: CS[C@]12[C@@H]3[C@H]1[NH2+]C[C@@H]32
* HOMO level: -0.4537 Eh

Each line ends with the natural charge from an NBO analysis.
Element x y z (Å)
C1 -3.14435 0.47633 -0.11285  -0.6738
S1 -2.09859 -1.05094 -0.04204  0.2984
C2 -0.52538 -0.27779 0.01781  -0.2123
C3 0.37756 0.92860 0.18912  -0.2273
C4 0.58089 0.07418 -1.04673  -0.1006
N1 1.82625 -0.76952 -0.81294  -0.4978
C5 1.84588 -0.95080 0.67968  -0.2447
C6 0.58903 -0.20064 1.13564  -0.2169
H1 -4.04630 0.02234 -0.21101  0.2314
H2 -2.59213 1.07966 -0.95455  0.2335
H3 -2.95220 0.84037 0.91525  0.2286
H4 0.28184 2.03302 0.22010  0.2807
H5 0.49504 0.20230 -2.12461  0.2626
H6 2.60781 -0.27427 -1.08095  0.4246
H7 1.71346 -1.54865 -1.44826  0.4402
H8 2.59217 -0.44704 1.27665  0.2504
H9 1.88518 -2.09061 0.74762  0.2402
H10 0.42062 -0.14013 2.23504  0.2829

---

Of them, run Q has the lowest stability.